The following is a DFT calculation (ωB97M-V with the def2-TZVPD basis set) of a 10-piece molecular cluster, C35H64BBrCl2N20O13 overall at a distorted geometry.

Each atom is followed by the atoms it is bonded to, with distances in Å.
Element x y z (Å)
1 C -1.859 -1.162 3.759  B2 1.645, H37 1.147, H38 1.164, H39 1.164
2 B -0.782 -1.750 2.663  C1 1.645, O3 1.443, C4 1.653
3 O 0.031 -2.908 2.945  B2 1.443, H40 0.992
4 C -0.682 -0.887 1.257  B2 1.653, C5 1.594, C18 1.569
5 C -1.554 -1.252 -0.027  C4 1.594, C6 1.615, C11 1.592
6 C -2.578 -2.500 -0.054  C5 1.615, C7 1.622, H41 1.163, H42 1.162
7 C -4.133 -2.075 0.128  C6 1.622, C8 1.617, H43 1.158, H44 1.162
8 C -4.358 -0.476 0.223  C7 1.617, C9 1.642, H45 1.146, H46 1.155
9 C -5.981 -0.244 0.322  C8 1.642, N10 1.499, H47 1.148, H48 1.146
10 N -6.289 0.966 -0.506  C9 1.499, H49 1.039, H50 1.044
11 C -1.407 -0.398 -1.362  C5 1.592, C12 1.638, C16 1.596
12 C -2.243 -0.758 -2.724  C11 1.638, C13 1.633, H51 1.153, H52 1.163
13 C -1.658 -2.130 -3.390  C12 1.633, C14 1.612, Br15 2.025, H53 1.161
14 C -0.612 -1.897 -4.595  C13 1.612, H54 1.164, H55 1.144, H56 1.153
15 Br -3.224 -3.191 -4.113  C13 2.025
16 C -0.414 0.845 -1.480  C11 1.596, C17 1.557, H57 1.143
17 C 0.428 1.179 -0.213  C16 1.557, C18 1.593, C35 1.623
18 C 0.300 0.330 1.128  C4 1.569, C17 1.593, C19 1.621
19 C 1.295 0.811 2.314  C18 1.621, O20 1.265, C21 1.626
20 O 0.957 0.914 3.529  C19 1.265
21 C 2.786 1.209 1.802  C19 1.626, C22 1.592, C29 1.571
22 C 2.910 2.064 0.465  C21 1.592, C23 1.558, C35 1.625
23 C 4.270 2.528 -0.136  C22 1.558, C24 1.564, H58 1.142
24 C 5.576 2.116 0.620  C23 1.564, N25 1.481, C28 1.585
25 N 6.943 2.455 0.161  C24 1.481, C26 1.326
26 C 6.934 2.802 -1.119  N25 1.326, O27 1.262
27 O 6.654 3.492 -2.139  C26 1.262
28 C 5.487 1.258 1.949  C24 1.585, C29 1.587, H59 1.152
29 C 4.098 0.791 2.560  C21 1.571, C28 1.587, C30 1.600
30 C 4.054 -0.108 3.882  C29 1.600, Cl31 1.845, C32 1.651, H60 1.144
31 Cl 5.329 0.490 5.074  C30 1.845
32 C 4.457 -1.666 3.517  C30 1.651, C33 1.614, Cl34 1.869, H61 1.158
33 C 4.183 -2.038 1.970  C32 1.614, H62 1.148, H63 1.162, H64 1.163
34 Cl 6.286 -1.951 3.774  C32 1.869
35 C 1.497 2.398 -0.266  C17 1.623, C22 1.625, O36 1.265
36 O 1.229 3.509 -0.808  C35 1.265
37 H -2.815 -1.790 3.846  C1 1.147
38 H -2.160 -0.069 3.498  C1 1.164
39 H -1.321 -1.084 4.788  C1 1.164
40 H -0.502 -3.436 3.593  O3 0.992
41 H -2.522 -3.100 -1.049  C6 1.163
42 H -2.348 -3.285 0.772  C6 1.162
43 H -4.533 -2.580 1.091  C7 1.158
44 H -4.753 -2.500 -0.757  C7 1.162
45 H -3.842 -0.073 1.163  C8 1.146
46 H -4.028 0.096 -0.725  C8 1.155
47 H -6.502 -1.161 -0.130  C9 1.148
48 H -6.238 -0.049 1.422  C9 1.146
49 H -6.062 0.726 -1.491  N10 1.039
50 H -5.617 1.728 -0.265  N10 1.044
51 H -3.378 -0.826 -2.529  C12 1.153
52 H -2.040 0.078 -3.506  C12 1.163
53 H -1.121 -2.764 -2.579  C13 1.161
54 H 0.267 -2.639 -4.411  C14 1.164
55 H -0.143 -0.854 -4.619  C14 1.144
56 H -1.052 -2.187 -5.620  C14 1.153
57 H -0.291 1.485 -2.420  C16 1.143
58 H 4.259 3.133 -1.105  C23 1.142
59 H 6.462 0.937 2.471  C28 1.152
60 H 3.048 -0.122 4.427  C30 1.144
61 H 3.914 -2.417 4.211  C32 1.158
62 H 3.148 -1.706 1.604  C33 1.148
63 H 4.997 -1.568 1.288  C33 1.162
64 H 4.267 -3.187 1.808  C33 1.163
65 C -0.716 7.649 -0.680  O66 1.222, N67 1.355, N68 1.354
66 O -1.110 8.805 -0.623  C65 1.222
67 N -1.558 6.591 -0.749  C65 1.355, H69 1.005, H70 1.007
68 N 0.599 7.324 -0.678  C65 1.354, H71 1.007, H72 1.005
69 H -1.253 5.635 -0.796  N67 1.005
70 H -2.546 6.790 -0.752  N67 1.007
71 H 1.260 8.083 -0.628  N68 1.007
72 H 0.943 6.381 -0.724  N68 1.005
73 C -9.743 -1.628 -1.788  O74 1.220, N75 1.355, N76 1.356
74 O -9.201 -1.082 -2.735  C73 1.220
75 N -9.300 -1.491 -0.514  C73 1.355, H77 1.004, H78 1.009
76 N -10.834 -2.420 -1.926  C73 1.356, H79 1.008, H80 1.004
77 H -9.731 -1.931 0.278  N75 1.004
78 H -8.489 -0.908 -0.370  N75 1.009
79 H -11.194 -2.547 -2.859  N76 1.008
80 H -11.294 -2.878 -1.160  N76 1.004
81 C 2.510 -0.425 -3.500  O82 1.227, N83 1.352, N84 1.353
82 O 1.315 -0.381 -3.225  C81 1.227
83 N 2.978 -0.965 -4.647  C81 1.352, H85 1.004, H86 1.008
84 N 3.465 0.064 -2.675  C81 1.353, H87 1.008, H88 1.004
85 H 3.952 -1.009 -4.888  N83 1.004
86 H 2.298 -1.341 -5.289  N83 1.008
87 H 3.157 0.475 -1.808  N84 1.008
88 H 4.448 0.038 -2.882  N84 1.004
89 C 4.905 1.859 -5.763  O90 1.223, N91 1.353, N92 1.354
90 O 4.888 0.828 -5.105  C89 1.223
91 N 4.087 2.062 -6.822  C89 1.353, H93 1.004, H94 1.008
92 N 5.743 2.886 -5.490  C89 1.354, H95 1.008, H96 1.004
93 H 4.086 2.900 -7.375  N91 1.004
94 H 3.448 1.319 -7.058  N91 1.008
95 H 6.368 2.773 -4.707  N92 1.008
96 H 5.772 3.740 -6.017  N92 1.004
97 C 9.269 -4.117 7.075  O98 1.221, N99 1.356, N100 1.354
98 O 9.644 -4.534 8.160  C97 1.221
99 N 8.392 -3.091 6.949  C97 1.356, H101 1.006, H102 1.008
100 N 9.695 -4.643 5.902  C97 1.354, H103 1.008, H104 1.004
101 H 8.070 -2.732 6.066  N99 1.006
102 H 8.051 -2.671 7.800  N99 1.008
103 H 10.349 -5.409 5.953  N100 1.008
104 H 9.398 -4.315 5.001  N100 1.004
105 C -2.418 -2.347 -8.479  O106 1.222, N107 1.354, N108 1.355
106 O -1.563 -1.792 -7.805  C105 1.222
107 N -3.155 -3.385 -8.015  C105 1.354, H109 1.004, H110 1.009
108 N -2.703 -1.973 -9.749  C105 1.355, H111 1.008, H112 1.004
109 H -3.861 -3.853 -8.554  N107 1.004
110 H -2.974 -3.695 -7.072  N107 1.009
111 H -2.176 -1.204 -10.131  N108 1.008
112 H -3.401 -2.416 -10.319  N108 1.004
113 C -1.696 2.975 5.558  O114 1.221, N115 1.356, N116 1.355
114 O -1.906 3.281 4.395  C113 1.221
115 N -2.517 3.347 6.571  C113 1.356, H117 1.004, H118 1.008
116 N -0.626 2.237 5.939  C113 1.355, H119 1.010, H120 1.004
117 H -2.362 3.107 7.534  N115 1.004
118 H -3.325 3.898 6.329  N115 1.008
119 H 0.010 1.940 5.212  N116 1.010
120 H -0.437 1.975 6.889  N116 1.004
121 C 4.754 -4.365 7.104  O122 1.222, N123 1.353, N124 1.356
122 O 4.785 -4.406 5.883  C121 1.222
123 N 5.857 -4.134 7.852  C121 1.353, H125 1.004, H126 1.013
124 N 3.614 -4.547 7.815  C121 1.356, H127 1.008, H128 1.004
125 H 5.856 -4.096 8.856  N123 1.004
126 H 6.728 -3.993 7.354  N123 1.013
127 H 2.770 -4.721 7.292  N124 1.008
128 H 3.568 -4.517 8.817  N124 1.004
129 C -7.405 3.997 -3.359  O130 1.222, N131 1.356, N132 1.354
130 O -6.603 3.565 -4.172  C129 1.222
131 N -8.113 5.135 -3.564  C129 1.356, H133 1.004, H134 1.007
132 N -7.658 3.378 -2.181  C129 1.354, H135 1.009, H136 1.004
133 H -8.777 5.507 -2.908  N131 1.004
134 H -7.953 5.626 -4.429  N131 1.007
135 H -7.150 2.527 -1.992  N132 1.009
136 H -8.313 3.716 -1.500  N132 1.004

Results
- 2S+1 = 1
- highest occupied orbital energy (eV) = -8.6